Record 1
C43H39BrCl2FeN2O2SSi as an isolated structure, computed with ωB97M-V/def2-TZVPD.

Element x y z (Å)
Fe: -0.029 -0.840 -1.705
Cl: -4.949 -1.437 -1.846
C: -3.989 -0.045 -2.236
C: -4.632 1.160 -2.556
C: -3.922 2.292 -2.842
Cl: -4.768 3.777 -3.199
C: -2.508 2.279 -2.819
C: -1.666 3.393 -3.026
C: -0.313 3.242 -2.911
C: 0.225 1.982 -2.594
N: -0.531 0.923 -2.418
C: -1.884 1.056 -2.515
C: -2.602 -0.153 -2.202
O: -1.934 -1.211 -1.893
H: -5.714 1.186 -2.560
H: -2.103 4.357 -3.251
H: 0.355 4.081 -3.045
H: 1.290 1.836 -2.476
C: 5.324 -1.336 -1.088
C: 4.258 -1.254 -2.141
C: 4.429 -1.764 -3.419
C: 3.394 -1.708 -4.336
C: 2.206 -1.142 -3.918
Br: 0.740 -1.057 -5.119
N: 2.006 -0.641 -2.714
C: 3.020 -0.701 -1.842
H: 6.321 -1.319 -1.531
H: 5.226 -2.260 -0.514
H: 5.242 -0.502 -0.392
H: 5.374 -2.215 -3.703
H: 3.491 -2.100 -5.337
H: 2.796 -0.306 -0.861
S: 0.699 -3.009 -1.538
C: -0.574 -4.212 -1.307
C: -0.659 -5.292 -2.191
C: -1.623 -6.278 -2.036
C: -2.536 -6.211 -0.992
C: -2.463 -5.144 -0.108
C: -1.494 -4.163 -0.258
H: 0.041 -5.342 -3.016
H: -1.664 -7.100 -2.742
H: -3.295 -6.975 -0.874
H: -3.168 -5.067 0.712
H: -1.453 -3.344 0.443
C: -2.484 -1.361 3.671
C: -2.609 -0.334 2.534
C: -3.986 0.326 2.558
C: -2.334 -0.963 1.213
H: -2.655 -0.889 4.643
H: -1.491 -1.808 3.681
H: -3.219 -2.160 3.542
H: -1.850 0.436 2.720
H: -4.765 -0.421 2.379
H: -4.069 1.089 1.783
H: -4.185 0.797 3.523
H: -3.139 -1.211 0.534
H: -1.334 -1.278 0.922
O: 0.672 0.029 -0.160
Si: 0.919 1.049 1.014
C: 2.611 1.894 0.826
C: 3.749 1.370 1.445
C: 5.011 1.909 1.220
C: 5.162 2.992 0.366
C: 4.045 3.537 -0.252
C: 2.789 2.993 -0.019
C: -0.355 2.439 1.090
C: -1.623 2.213 0.548
C: -2.593 3.207 0.540
C: -2.313 4.453 1.081
C: -1.063 4.699 1.635
C: -0.097 3.701 1.634
C: 0.985 0.114 2.647
C: 1.152 -1.272 2.597
C: 1.253 -2.022 3.764
C: 1.172 -1.397 5.000
C: 0.992 -0.021 5.069
C: 0.903 0.724 3.901
H: 3.647 0.525 2.119
H: 5.877 1.482 1.714
H: 6.144 3.413 0.188
H: 4.153 4.388 -0.914
H: 1.923 3.436 -0.504
H: -1.854 1.237 0.135
H: -3.565 3.007 0.101
H: -3.066 5.232 1.070
H: -0.839 5.670 2.060
H: 0.882 3.915 2.052
H: 1.191 -1.764 1.629
H: 1.381 -3.096 3.705
H: 1.240 -1.981 5.910
H: 0.917 0.468 6.033
H: 0.756 1.798 3.968

Output
HOMO energy (alpha / beta)   -4.077 / -4.075 eV
M   882.6 g/mol
Net charge   -1
Spin multiplicity   2

=====

Record 2
C41H38BrIN4O2OsS as an isolated structure, computed with ωB97M-V/def2-TZVPD.

Element x y z (Å)
Os: 0.273 0.276 -1.709
C: -1.472 -0.058 5.213
C: -0.381 0.677 4.481
C: 0.614 1.274 5.473
C: -0.979 1.789 3.579
C: 0.364 -0.300 3.585
C: 1.043 -1.429 4.155
C: 1.698 -2.362 3.377
C: 1.652 -2.230 1.994
S: 2.317 -3.209 0.739
C: 1.700 -2.109 -0.413
N: 1.073 -1.111 0.081
C: 1.001 -1.130 1.454
C: 0.338 -0.175 2.224
C: 2.097 -2.042 -1.827
C: 3.048 -2.939 -2.328
C: 3.462 -2.740 -3.631
C: 3.069 -1.678 -4.427
C: 2.195 -0.749 -3.841
C: 1.617 -1.005 -2.606
H: -2.020 0.674 5.827
H: -1.087 -0.874 5.831
H: -2.114 -0.554 4.481
H: 0.213 2.144 6.012
H: 1.532 1.590 4.963
H: 0.958 0.521 6.237
H: -1.505 2.439 4.288
H: -1.728 1.420 2.887
H: -0.185 2.362 3.045
H: 1.166 -1.539 5.244
H: 2.261 -3.154 3.857
H: -0.109 0.624 1.709
H: 3.463 -3.697 -1.732
H: 4.196 -3.424 -4.047
H: 3.404 -1.578 -5.450
H: 1.832 0.070 -4.430
Br: -1.293 -5.622 -5.407
C: -1.374 -4.007 -4.566
C: -1.503 -2.870 -5.410
C: -1.446 -1.603 -4.829
C: -1.262 -1.519 -3.476
C: -1.201 -2.596 -2.652
C: -1.220 -3.889 -3.199
N: -1.120 -0.191 -2.933
C: -2.316 0.586 -2.854
C: -2.021 2.027 -2.508
C: -2.946 3.096 -2.664
C: -2.593 4.339 -2.216
C: -1.316 4.536 -1.655
C: -0.505 3.478 -1.508
N: -0.848 2.239 -1.910
H: -1.741 -3.022 -6.421
H: -1.504 -0.763 -5.490
H: -1.221 -2.419 -1.555
H: -1.193 -4.753 -2.604
H: -2.972 0.499 -3.768
H: -3.900 2.932 -3.138
H: -3.344 5.136 -2.343
H: -1.039 5.516 -1.328
H: 0.454 3.551 -1.023
I: -6.766 -1.993 3.981
C: -5.564 -1.496 2.364
C: -6.002 -1.503 1.027
C: -5.085 -1.046 0.050
C: -3.764 -0.704 0.366
C: -3.368 -0.753 1.745
C: -4.266 -1.131 2.697
C: -2.742 -0.181 -0.598
O: -3.239 0.084 -1.796
O: -1.563 0.019 -0.240
H: -7.008 -1.771 0.731
H: -5.505 -0.865 -0.968
H: -2.324 -0.534 2.028
H: -3.996 -1.254 3.745
C: 5.052 0.848 0.687
C: 4.203 2.122 0.390
C: 3.875 2.962 1.590
C: 4.929 2.973 -0.690
C: 2.937 1.693 -0.233
N: 1.972 1.353 -0.749
H: 6.024 1.125 1.139
H: 5.285 0.339 -0.243
H: 4.524 0.071 1.298
H: 4.778 3.446 2.039
H: 3.459 2.364 2.385
H: 3.182 3.778 1.241
H: 5.930 3.274 -0.299
H: 4.400 3.901 -0.886
H: 5.062 2.428 -1.645

Output
HOMO energy (alpha / beta)   -12.937 / -12.934 eV
M   1047.9 g/mol
Energy above the lowest of the compared OMol25 structures with the same formula, charge and spin   127.4 kJ/mol
Net charge   +2
Spin multiplicity   5

=====

Record 3
An isolated ion of composition C4H9N2 and charge +1, computed with ωB97M-V/def2-TZVPD.

Element x y z (Å)
C: -0.923 0.101 0.063
C: 0.781 -0.011 -1.820
C: 0.401 0.239 2.221
C: -0.700 0.112 -1.330
N: -2.007 -0.078 1.025
N: -0.578 0.614 1.231
H: -2.881 0.052 1.646
H: 0.996 -1.009 -2.224
H: 1.434 0.040 -0.870
H: 1.025 0.643 -2.599
H: 1.396 0.295 1.863
H: 0.379 -0.837 2.474
H: 0.381 0.934 3.100
H: -1.325 -0.764 -1.848
H: -1.265 1.020 -1.606

Output
HOMO energy   -14.637 eV
M   85.1 g/mol
Energy above the lowest of the compared OMol25 structures with the same formula, charge and spin   595.2 kJ/mol
Net charge   +1
SMILES   CCC1=[N+](C)N1

=====

Record 4
The molecule C5H6, computed with ωB97M-V/def2-TZVPD.

Element x y z (Å)
C: -1.242 -0.492 -1.369
C: -1.044 0.149 -0.074
C: 0.010 -0.393 0.858
C: 1.230 0.466 0.866
C: 2.243 1.177 0.442
H: -1.967 -0.292 -2.266
H: -0.682 -1.470 -1.452
H: -1.668 1.038 0.158
H: 0.304 -1.353 0.590
H: -0.384 -0.579 1.884
H: 3.202 1.750 0.365

Output
HOMO energy   -9.342 eV
M   66.1 g/mol
Energy above the lowest of the compared OMol25 structures with the same formula, charge and spin   304.6 kJ/mol
SMILES   C#CCC=C

=====

E, record by record: -200491.333, -144619.923, -7261.973, -5278.042 eV